# 1
Molecular formula: C19H13ClO
Method: DFT, ωB97M-V with the def2-TZVPD basis set

Results
LUMO in eV: 0.7
Calculated total energy in hartree: -1267.26325

Each line ends with the natural charge from an NBO analysis.
Atoms and positions in Å:
Cl1 0.7698 -1.5983 -2.2265  -0.020
C1 0.3344 -0.6293 -0.8025  -0.080
C2 -0.7345 0.4526 -1.0455  0.060
C3 -1.6017 0.4135 -2.1553  -0.246
C4 -2.5489 1.4476 -2.3593  -0.202
C5 -2.6565 2.5402 -1.4776  -0.222
C6 -1.8516 2.5241 -0.3441  -0.190
C7 -0.9208 1.5042 -0.1442  -0.246
C8 1.5888 0.0518 -0.2313  -0.130
C9 2.4786 0.8108 -1.0727  -0.164
C10 3.5266 1.5376 -0.5391  -0.237
C11 3.7502 1.5736 0.8519  -0.187
C12 2.8512 0.8969 1.6768  -0.269
C13 1.7930 0.1214 1.1481  0.358
O1 1.0107 -0.5216 2.0357  -0.488
C14 0.0947 -1.4268 1.5664  0.361
C15 -0.5295 -2.2000 2.5261  -0.270
C16 -1.5019 -3.0951 2.1306  -0.185
C17 -1.8880 -3.2810 0.8032  -0.230
C18 -1.2686 -2.4835 -0.1603  -0.162
C19 -0.2606 -1.5626 0.2158  -0.129
H1 -1.4806 -0.3701 -2.9410  0.230
H2 -3.1716 1.4373 -3.2620  0.215
H3 -3.2814 3.4032 -1.6645  0.219
H4 -1.9041 3.3491 0.3965  0.216
H5 -0.2743 1.5599 0.7421  0.218
H6 2.3557 0.7637 -2.1704  0.229
H7 4.1416 2.1096 -1.2197  0.216
H8 4.6148 2.1302 1.2361  0.223
H9 2.9530 0.9472 2.7389  0.224
H10 -0.2979 -2.0864 3.5614  0.228
H11 -1.9927 -3.6958 2.9038  0.213
H12 -2.6095 -4.0071 0.5087  0.219
H13 -1.4884 -2.6171 -1.2259  0.227

=====

# 2
Molecular formula: C6H9NO
Method: DFT, ωB97M-V with the def2-TZVPD basis set

Results
LUMO in eV: 0.5
Calculated total energy in hartree: -363.86397
ΔE to the lowest compared entry with this formula, charge and spin in kcal per mole: 100.6

Each line ends with the natural charge from an NBO analysis.
Atoms and positions in Å:
C1 -1.0806 0.3717 0.8024  -0.035
C2 1.4191 0.4990 -2.1058  -0.743
C3 -2.2260 -0.5243 0.3723  -0.623
C4 0.8836 -0.2151 0.7879  0.436
C5 0.0875 0.3735 -1.4355  0.140
C6 -0.0573 -0.2184 1.7371  -0.355
O1 2.1797 -0.5369 0.7065  -0.669
N1 0.0499 0.5680 -0.1528  -0.416
H1 2.5782 -0.5602 1.5846  0.500
H2 -1.4546 1.3563 1.0897  0.198
H3 -0.0672 -0.4268 2.7878  0.219
H4 1.3600 1.3059 -2.8444  0.249
H5 1.5707 -0.4205 -2.6837  0.238
H6 2.2838 0.6544 -1.4444  0.195
H7 -2.6924 -0.1132 -0.5257  0.234
H8 -1.8620 -1.5305 0.1560  0.216
H9 -2.9724 -0.5830 1.1680  0.215

=====

Question: Among the records above, which one has the highest calculated total energy?
Answer: C6H9NO

=====

Question: The lowest LUMO belongs to which entry?
Answer: C6H9NO

=====

Question: Which of these has the lowest LUMO?
Answer: C6H9NO

=====

Question: What is the formula in the second record?
Answer: C6H9NO